[1]
C8H16BNO in the gas phase in a non-equilibrium geometry, computed with ωB97M-V/def2-TZVPD.

Calculated values
Relative energy (zero: lowest compared OMol25 entry of this formula, charge and spin) ... 44.4 kcal/mol
E_HOMO (spin up / spin down) ... -7.967 / -8.001 eV
Energy ... -469.259795 Ha
Net charge ... 0
HOMO-LUMO gap (spin up / spin down) ... 7.69 / 7.74 eV
LUMO (spin up / spin down) ... -0.275 / -0.264 eV

Each atom is followed by the atoms it is bonded to, with distances in Å.
Atoms and positions in Å:
1 B -0.638 -1.694 0.315  C8 1.622, N10 1.364, O11 1.374
2 C 3.171 -1.390 -0.264  C3 1.338, H12 1.075, H13 1.075
3 C 2.466 -0.276 -0.492  C2 1.338, C6 1.418, H14 1.082
4 C 1.284 1.830 0.329  C5 1.533, C6 1.484, H15 1.091, H16 1.095
5 C -0.114 1.957 0.946  C4 1.533, C7 1.541, H17 1.091, H18 1.090
6 C 1.807 0.455 0.529  C3 1.418, C4 1.484, H19 1.080
7 C -1.028 0.874 0.341  C5 1.541, C9 1.537, N10 1.406, H20 1.105
8 C -2.176 -2.186 0.174  B1 1.622, H21 1.088, H22 1.089, H23 1.086
9 C -1.440 1.218 -1.099  C7 1.537, H24 1.086, H25 1.086, H26 1.087
10 N -0.368 -0.363 0.444  B1 1.364, C7 1.406
11 O 0.384 -2.612 0.340  B1 1.374, H27 0.956
12 H 3.650 -1.933 -1.060  C2 1.075
13 H 3.263 -1.792 0.728  C2 1.075
14 H 2.380 0.102 -1.502  C3 1.082
15 H 1.258 2.080 -0.732  C4 1.091
16 H 1.940 2.546 0.836  C4 1.095
17 H -0.034 1.780 2.019  C5 1.091
18 H -0.529 2.952 0.785  C5 1.090
19 H 1.935 0.121 1.547  C6 1.080
20 H -1.943 0.851 0.960  C7 1.105
21 H -2.320 -3.155 0.648  C8 1.088
22 H -2.440 -2.289 -0.877  C8 1.089
23 H -2.878 -1.487 0.620  C8 1.086
24 H -2.171 0.494 -1.448  C9 1.086
25 H -0.581 1.171 -1.761  C9 1.086
26 H -1.877 2.212 -1.146  C9 1.087
27 H 0.076 -3.513 0.260  O11 0.956

=====

[2]
2 unconnected molecules or ions with the total composition C7H7N in a non-equilibrium geometry, computed with ωB97M-V/def2-TZVPD.

Calculated values
Relative energy (zero: lowest compared OMol25 entry of this formula, charge and spin) ... 154.6 kcal/mol
E_HOMO (spin up / spin down) ... -9.856 / -9.857 eV
Energy ... -325.412343 Ha
Net charge ... 0
HOMO-LUMO gap (spin up / spin down) ... 8.81 / 8.81 eV
LUMO (spin up / spin down) ... -1.047 / -1.047 eV

Each atom is followed by the atoms it is bonded to, with distances in Å.
Atoms and positions in Å:
1 C 2.882 1.472 0.232  C3 1.232, H9 1.091
2 C 1.453 -2.664 0.464  C4 1.191, H10 1.067
3 C 1.842 0.946 -0.167  C1 1.232, C7 1.397
4 C 1.031 -1.590 0.169  C2 1.191
5 C -0.681 0.815 0.043  C6 1.519, C7 1.475, N8 1.259
6 C -1.793 -0.218 0.018  C5 1.519, H11 1.083, H12 1.053, H13 1.151
7 C 0.605 0.437 -0.571  C3 1.397, C5 1.475, H14 1.056
8 N -0.815 1.886 0.691  C5 1.259, H15 1.008
9 H 3.689 1.766 0.905  C1 1.091
10 H 1.561 -3.721 0.571  C2 1.067
11 H -2.671 0.191 0.503  C6 1.083
12 H -1.924 -0.246 -1.027  C6 1.053
13 H -1.382 -1.191 0.474  C6 1.151
14 H 0.660 0.029 -1.544  C7 1.056
15 H 0.047 2.387 0.835  N8 1.008

=====

[3]
C5H6O in the gas phase, computed with ωB97M-V/def2-TZVPD.

Calculated values
Relative energy (zero: lowest compared OMol25 entry of this formula, charge and spin) ... 61.4 kcal/mol
E_HOMO ... -9.232 eV
Energy ... -269.248392 Ha
Net charge ... 0
HOMO-LUMO gap ... 10.25 eV
LUMO ... 1.021 eV
SMILES string ... C#C[C@@H]1C[C@@H]1O

Each atom is followed by the atoms it is bonded to, with distances in Å.
Atoms and positions in Å:
1 C -1.633 1.587 0.966  C2 1.205, H7 1.066
2 C -0.565 1.094 0.704  C1 1.205, C3 1.435
3 C 0.627 0.338 0.444  C2 1.435, C4 1.521, C5 1.519, H8 1.088
4 C 1.016 -0.116 -0.954  C3 1.521, C5 1.488, H9 1.088, H10 1.085
5 C 0.412 -1.095 -0.011  C3 1.519, C4 1.488, O6 1.386, H11 1.081
6 O -0.843 -1.624 -0.265  C5 1.386, H12 0.967
7 H -2.566 2.042 1.206  C1 1.066
8 H 1.456 0.485 1.133  C3 1.088
9 H 0.359 0.227 -1.750  C4 1.088
10 H 2.067 -0.148 -1.224  C4 1.085
11 H 1.003 -1.789 0.571  C5 1.081
12 H -1.333 -1.000 -0.819  O6 0.967

=====

[4]
2 unconnected molecules or ions with the total composition C5H14 in a non-equilibrium geometry, computed with ωB97M-V/def2-TZVPD.

Calculated values
Relative energy (zero: lowest compared OMol25 entry of this formula, charge and spin) ... 45.2 kcal/mol
E_HOMO (spin up / spin down) ... -14.816 / -14.616 eV
Spin multiplicity ... 2
Energy ... -198.414903 Ha
Net charge ... +1
HOMO-LUMO gap (spin up / spin down) ... 11.53 / 3.64 eV
LUMO (spin up / spin down) ... -3.285 / -10.976 eV

Each atom is followed by the atoms it is bonded to, with distances in Å.
Atoms and positions in Å:
1 C -0.925 -0.722 0.754  C2 1.489, C3 1.558, H4 1.096, H5 1.151
2 C -1.175 0.224 1.876  C1 1.489, H6 1.079, H7 1.031, H10 1.108
3 C -1.977 -1.872 0.785  C1 1.558, H8 1.155, H9 1.209, H11 1.000
4 H 0.012 -1.284 0.834  C1 1.096
5 H -0.831 -0.188 -0.262  C1 1.151
6 H -1.650 -0.249 2.721  C2 1.079
7 H -0.416 0.905 2.032  C2 1.031
8 H -2.873 -1.408 1.348  C3 1.155
9 H -1.264 -2.528 1.508  C3 1.209
10 H -2.056 0.794 1.522  C2 1.108
11 H -2.213 -2.466 0.015  C3 1.000
12 C 2.508 0.617 -1.506  C13 1.536, H14 1.045, H15 1.056, H16 1.092
13 C 1.407 1.669 -1.710  C12 1.536, H17 1.144, H18 0.989, H19 1.079
14 H 3.445 0.823 -1.090  C12 1.045
15 H 1.955 -0.170 -1.070  C12 1.056
16 H 2.732 0.055 -2.416  C12 1.092
17 H 1.011 1.674 -2.783  C13 1.144
18 H 1.702 2.601 -1.559  C13 0.989
19 H 0.609 1.526 -0.998  C13 1.079

=====

- Look up the net charge of the second one.
  0

=====

- Which value of energy does entry 4 give?
  -198.414903 Ha

=====

- What is the formula in the third record?
  C5H6O

=====

What did the fourth record say?
2 unconnected molecules or ions with the total composition C5H14 in a non-equilibrium geometry, computed with ωB97M-V/def2-TZVPD.

Calculated values
Relative energy (zero: lowest compared OMol25 entry of this formula, charge and spin) ... 45.2 kcal/mol
E_HOMO (spin up / spin down) ... -14.816 / -14.616 eV
Spin multiplicity ... 2
Energy ... -198.414903 Ha
Net charge ... +1
HOMO-LUMO gap (spin up / spin down) ... 11.53 / 3.64 eV
LUMO (spin up / spin down) ... -3.285 / -10.976 eV

Each atom is followed by the atoms it is bonded to, with distances in Å.
Atoms and positions in Å:
1 C -0.925 -0.722 0.754  C2 1.489, C3 1.558, H4 1.096, H5 1.151
2 C -1.175 0.224 1.876  C1 1.489, H6 1.079, H7 1.031, H10 1.108
3 C -1.977 -1.872 0.785  C1 1.558, H8 1.155, H9 1.209, H11 1.000
4 H 0.012 -1.284 0.834  C1 1.096
5 H -0.831 -0.188 -0.262  C1 1.151
6 H -1.650 -0.249 2.721  C2 1.079
7 H -0.416 0.905 2.032  C2 1.031
8 H -2.873 -1.408 1.348  C3 1.155
9 H -1.264 -2.528 1.508  C3 1.209
10 H -2.056 0.794 1.522  C2 1.108
11 H -2.213 -2.466 0.015  C3 1.000
12 C 2.508 0.617 -1.506  C13 1.536, H14 1.045, H15 1.056, H16 1.092
13 C 1.407 1.669 -1.710  C12 1.536, H17 1.144, H18 0.989, H19 1.079
14 H 3.445 0.823 -1.090  C12 1.045
15 H 1.955 -0.170 -1.070  C12 1.056
16 H 2.732 0.055 -2.416  C12 1.092
17 H 1.011 1.674 -2.783  C13 1.144
18 H 1.702 2.601 -1.559  C13 0.989
19 H 0.609 1.526 -0.998  C13 1.079